C15H25Cl3F6N2O6 | ωB97M-V/def2-TZVPD

```
57
Properties=species:S:1:pos:R:3:lowdin_charge:R:1
C -1.138 -5.386 2.379 -0.0599
C -0.057 -4.343 2.205 -0.2172
O -0.184 -3.359 3.213 0.0477
C 0.817 -2.538 3.443 -0.3915
O 1.948 -2.682 3.069 0.1674
C 0.473 -1.329 4.343 -0.5626
F -0.641 -1.541 5.045 0.1734
F 1.458 -1.038 5.154 0.2032
F 0.273 -0.277 3.527 0.1486
H -1.327 -5.949 1.462 0.0789
H -2.083 -4.885 2.597 0.0838
H -1.006 -6.160 3.135 0.0792
H -0.210 -3.880 1.222 0.1249
H 0.956 -4.745 2.127 0.1252
C 1.141 -4.177 -2.632 -0.0510
C 2.198 -4.360 -1.550 -0.2082
O 3.039 -3.222 -1.490 0.0396
C 3.853 -3.056 -0.483 -0.4101
O 4.088 -3.861 0.364 0.1807
C 4.522 -1.664 -0.487 -0.5493
F 5.851 -1.788 -0.455 0.1747
F 4.218 -1.001 -1.612 0.1507
F 4.137 -0.959 0.572 0.1746
H 1.665 -3.773 -3.496 0.0850
H 0.371 -3.465 -2.319 0.0740
H 0.569 -5.085 -2.803 0.0802
H 2.775 -5.253 -1.798 0.1322
H 1.751 -4.549 -0.573 0.1153
Cl -2.019 4.292 1.708 0.5203
C -0.793 5.547 1.362 -1.5275
Cl -0.333 6.337 2.878 0.5196
Cl -1.424 6.680 0.174 0.5367
H 0.096 5.098 0.936 -0.0199
C -4.823 5.132 -1.802 -0.0582
N -3.934 4.182 -2.440 -0.1918
C -4.082 4.005 -3.871 -0.0464
C -3.078 3.423 -1.743 -0.3399
O -2.347 2.588 -2.252 -0.0016
H -5.874 4.943 -2.026 0.0875
H -4.595 6.157 -2.097 0.0878
H -4.671 5.045 -0.725 0.0795
H -4.936 3.369 -4.100 0.0925
H -4.242 4.951 -4.396 0.0875
H -3.139 3.647 -4.277 0.0862
H -3.054 3.661 -0.672 0.0749
C 1.126 0.048 -0.602 -0.0485
N 0.980 1.413 -0.141 -0.1733
C 1.619 1.677 1.141 -0.0246
C 0.550 2.400 -0.958 -0.3359
O 0.592 3.587 -0.715 0.0027
H 2.158 -0.224 -0.790 0.0614
H 0.509 -0.100 -1.486 0.0921
H 0.778 -0.649 0.165 0.0864
H 2.708 1.653 1.040 0.0935
H 1.361 2.661 1.518 0.0825
H 1.350 0.886 1.832 0.0656
H 0.059 1.917 -1.818 0.1218
```

Properties
spin multiplicity	1
SMILES	CCOC(=O)C(F)(F)F.CCOC(=O)C(F)(F)F.ClC(Cl)Cl.CN(C)C=O.CN(C)C=O
frontier orbital gap	9.52	eV
largest force on an atom	1.7	eV/Å
lowest unoccupied orbital energy	0.35	eV
total charge	0